Version a
DFT (the ωB97M-V functional and the def2-TZVPD basis) results for an isolated molecule of C17H19FN2O4S.

Atoms and positions in Å:
C (4.13243, 2.25807, -1.90235)
N (3.11436, 1.88445, -1.15872)
C (3.17714, 2.01053, 0.15799)
O (4.05952, 2.19702, 0.79695)
C (1.73115, 1.33980, 0.71905)
N (0.93052, 0.38406, 0.24022)
C (1.36768, -0.96461, 0.36585)
C (0.62590, -1.84768, -0.40046)
C (1.03692, -3.15195, -0.36565)
C (2.38520, -3.50710, 0.22233)
C (3.10796, -2.26263, 0.73697)
C (2.61945, -1.05633, 0.59549)
H (3.40082, -0.56184, 0.95107)
H (4.16572, -2.61883, 1.13844)
F (2.76755, -4.75842, 0.12088)
H (0.39725, -4.00607, -0.51975)
H (-0.29499, -1.80617, -0.61380)
S (-0.18943, 0.90078, -0.87370)
O (-0.08205, 2.49358, -0.98896)
O (0.14106, 0.38707, -2.09481)
C (-1.77929, 0.32955, -0.48774)
C (-2.66846, -0.24390, -1.12497)
C (-3.81309, -0.66287, -0.82810)
C (-4.26876, -0.45673, 0.59423)
C (-3.39439, 0.34396, 1.06729)
C (-2.04751, 0.63337, 0.89853)
O (-1.23119, 1.09385, 1.67461)
C (-1.57127, 1.78167, 2.96524)
H (-2.57053, 2.22917, 3.12375)
H (-1.75918, 0.68844, 3.67376)
H (-0.74659, 2.27375, 3.35418)
H (-3.77921, 0.33796, 2.18288)
H (-5.14905, -0.79412, 0.77306)
C (-4.72117, -1.65579, -1.84506)
H (-4.40491, -1.46569, -2.84677)
H (-5.68613, -0.98449, -1.69498)
H (-4.65093, -2.58579, -1.75975)
H (-2.18060, -0.49216, -2.01308)
H (1.03113, 2.43398, 0.89398)
H (1.79903, 1.35223, 1.99886)
H (2.17288, 1.58809, -1.45537)
H (4.77960, 2.56120, -1.09051)
H (3.74479, 3.09128, -2.56214)
H (4.30068, 1.28936, -2.61894)

Results of the Mulliken charge analysis, in e, for atoms 1 through 6:
1. C -0.944
2. N 0.192
3. C 0.353
4. O -0.507
5. C -1.091
6. N 0.683

Version b
DFT (the ωB97M-V functional and the def2-TZVPD basis) results for an isolated molecule of C17H19FN2O4S.

Atoms and positions in Å:
C (-3.18973, -2.28817, 1.01879)
H (-4.27814, -2.17351, 0.99608)
O (-2.54687, -1.05455, 1.24320)
C (-2.72824, -0.05162, 0.33647)
C (-3.51985, -0.15976, -0.80063)
C (-3.67012, 0.92019, -1.65361)
C (-3.04341, 2.12082, -1.38192)
C (-2.25143, 2.23152, -0.25259)
C (-2.07715, 1.16026, 0.60597)
C (-1.19225, 1.28752, 1.81840)
N (0.09458, 1.88364, 1.48989)
C (0.84680, 1.47131, 0.45184)
O (0.48281, 0.64672, -0.36136)
C (2.22478, 2.14111, 0.38679)
N (3.16847, 1.41751, -0.42323)
S (3.72901, -0.00432, 0.24437)
O (3.92154, 0.26312, 1.64205)
O (4.85341, -0.41311, -0.54321)
C (2.44733, -1.24914, 0.07906)
C (1.63714, -1.52722, 1.16278)
C (0.59992, -2.43125, 1.02621)
C (0.41022, -3.02973, -0.20731)
C (1.22785, -2.77348, -1.29365)
C (2.26274, -1.86787, -1.14121)
H (2.93254, -1.64255, -1.95476)
H (1.04493, -3.27037, -2.23317)
F (-0.60482, -3.90681, -0.35460)
H (-0.06056, -2.66408, 1.84584)
H (1.83342, -1.02874, 2.09901)
C (2.98503, 1.42889, -1.85498)
H (2.02064, 1.00897, -2.15252)
H (3.79728, 0.84210, -2.27664)
H (3.06226, 2.45605, -2.21492)
H (2.65963, 2.18940, 1.38742)
H (2.12075, 3.15537, -0.01238)
H (0.49781, 2.51604, 2.16169)
H (-1.04362, 0.29232, 2.24881)
H (-1.67013, 1.92790, 2.56467)
H (-1.74814, 3.16272, -0.03516)
H (-3.16524, 2.96379, -2.04469)
H (-4.28474, 0.81502, -2.53527)
H (-4.01888, -1.08601, -1.03665)
H (-2.91647, -2.92052, 1.86230)
H (-2.85110, -2.75948, 0.09281)

Results of the Mulliken charge analysis, in e, for atoms 1 through 6:
1. C -1.096
2. H 0.463
3. O -0.356
4. C 0.707
5. C -0.485
6. C -0.736

We find version b to be the most stable, with the next structure 0.5994 hartree higher.

Version a
DFT (the ωB97M-V functional and the def2-TZVPD basis) results for C2H2F3NS2 as an isolated structure.

Atoms and positions in Å:
C (0.96095, -0.90985, 0.52382)
C (-1.58420, 0.51220, -0.52859)
N (1.53968, 0.23026, 0.44938)
F (-2.92449, 0.17337, -0.64524)
F (-1.16000, 0.85169, -1.73924)
F (-1.49426, 1.58799, 0.22714)
S (1.74296, -2.38250, 0.74701)
S (-0.70643, -1.22410, 0.27732)
H (2.56656, 0.04322, 0.17472)
H (1.05922, 1.11772, 0.51368)

Results of the Mulliken charge analysis, in e, for atoms 1 through 6:
1. C 0.423
2. C 0.512
3. N -0.389
4. F -0.219
5. F -0.185
6. F -0.200

Version b
DFT (the ωB97M-V functional and the def2-TZVPD basis) results for a 2-piece molecular cluster, C2H2F3NS2 overall.

Atoms and positions in Å:
C (0.25898, -2.52039, 0.18390)
C (-0.23974, 2.62953, -0.26184)
N (1.23974, -2.82551, -0.50406)
F (0.17495, 2.48061, 0.99345)
F (-1.19374, 1.64217, -0.53409)
F (-0.82294, 3.80511, -0.40469)
S (-0.60494, -2.72754, 1.72228)
S (-1.23157, -1.62870, -0.01513)
H (1.92637, -3.37537, -0.09281)
H (0.49290, 2.52008, -1.08702)

Results of the Mulliken charge analysis, in e, for atoms 1 through 6:
1. C 0.459
2. C 0.477
3. N -0.530
4. F -0.178
5. F -0.216
6. F -0.195

We find version a to be the most stable, with the next structure 0.0142 hartree higher.